(1)
Below is 2 unconnected molecules or ions with the total composition C9H11N4, with properties calculated with ωB97M-V/def2-TZVPD.

Its net charge is -1. As for the LUMO energy: 3.239 eV. The value obtained for the energy above the lowest of the compared OMol25 structures with the same formula, charge and spin is 52.4 kJ/mol. As for the total energy: -568.38396 Eh. The value obtained for the orbital gap is 0.304 Eh.

Last column: Mulliken charge in e.
Atoms and positions in Å:
C (2.803, -1.438, -2.153)  0.61
C (-0.151, -1.372, 1.572)  -0.27
C (0.970, -1.685, 0.670)  0.07
C (-0.880, -0.317, 1.230)  -0.91
C (1.235, -0.950, -0.390)  -0.62
C (-0.797, 0.336, -0.107)  0.11
C (0.707, 0.360, -0.696)  0.09
C (-1.795, -0.429, -1.077)  -1.32
C (1.651, 1.429, 0.011)  -1.46
N (3.616, -2.443, -2.171)  -0.45
N (2.782, -0.680, -3.188)  -0.21
N (4.269, -2.215, -3.327)  -0.35
N (3.775, -1.179, -3.911)  -0.53
H (-0.183, -1.918, 2.579)  0.30
H (1.496, -2.728, 0.841)  0.27
H (-1.785, -0.056, 1.746)  0.49
H (-1.071, 1.345, -0.068)  0.45
H (0.725, 0.644, -1.677)  0.62
H (-1.432, -1.294, -1.516)  0.37
H (-2.168, 0.267, -1.872)  0.32
H (-2.645, -0.972, -0.364)  0.30
H (1.701, 2.293, -0.656)  0.36
H (2.672, 1.078, -0.103)  0.38
H (1.371, 1.453, 1.058)  0.40

(2)
Below is a molecular structure, C9H11N4O, with properties calculated with ωB97M-V/def2-TZVPD.

Its net charge is +1. As for the LUMO energy (spin up / spin down): -5.625 / -7.765 eV. The value obtained for the energy above the lowest of the compared OMol25 structures with the same formula, charge and spin is 582.2 kJ/mol. As for the total energy: -643.34175 Eh. The value obtained for the orbital gap (spin up / spin down) is 0.235 / 0.155 Eh.

Last column: Mulliken charge in e.
Atoms and positions in Å:
C (1.216, 0.324, -3.396)  -0.46
C (0.894, -1.046, -3.393)  -0.55
C (1.159, 1.085, -2.198)  -0.42
C (0.314, -1.667, -2.324)  -0.72
C (0.714, 0.442, -1.094)  0.30
C (0.198, -0.858, -1.225)  0.58
C (0.180, -0.096, 0.802)  0.35
C (-0.547, 1.087, 3.251)  0.14
C (-0.796, -2.341, 0.545)  -0.83
N (0.666, 0.905, 0.198)  -0.53
N (-0.036, -1.214, 0.137)  0.18
N (0.466, 1.854, 3.147)  -0.20
N (-1.883, 1.432, 2.982)  -0.39
O (0.177, 2.983, 2.472)  -0.23
H (1.474, 0.802, -4.343)  0.38
H (0.969, -1.639, -4.298)  0.36
H (1.436, 2.128, -2.318)  0.41
H (0.318, -2.768, -2.246)  0.29
H (-0.265, 0.138, 3.839)  0.40
H (-1.865, -2.168, 0.391)  0.34
H (-0.662, -3.176, -0.154)  0.28
H (-0.489, -2.614, 1.662)  0.28
H (-2.715, 0.806, 2.897)  0.32
H (-1.865, 2.055, 2.170)  0.32
H (0.941, 3.549, 2.495)  0.40

(3)
Below is a gas-phase ion, C9H11N4S (charge +1), with properties calculated with ωB97M-V/def2-TZVPD.

Its net charge is +1. As for the LUMO energy: -5.279 eV. The value obtained for the energy above the lowest of the compared OMol25 structures with the same formula, charge and spin is 180.8 kJ/mol. As for the total energy: -966.40629 Eh. The value obtained for the orbital gap is 0.246 Eh.

Last column: Mulliken charge in e.
Atoms and positions in Å:
C (4.099, -1.433, -0.180)  -0.48
C (2.878, -2.064, -0.364)  -0.65
C (4.148, -0.068, 0.057)  -0.61
C (1.706, -1.336, -0.309)  -0.15
C (2.979, 0.670, 0.113)  -0.46
C (1.757, 0.032, -0.063)  0.77
C (-2.969, 0.381, -0.163)  0.63
C (-0.611, 0.268, -0.024)  -0.14
C (-4.182, 1.228, -0.214)  -1.12
N (-3.056, -0.893, -0.229)  -0.14
N (-2.135, -1.728, -0.473)  -0.04
N (-1.733, 0.987, 0.017)  -0.09
N (0.572, 0.794, -0.020)  0.02
S (-1.809, -3.094, 0.272)  0.08
H (5.011, -2.006, -0.233)  0.40
H (2.839, -3.122, -0.569)  0.38
H (5.095, 0.431, 0.188)  0.39
H (0.748, -1.806, -0.474)  0.13
H (3.018, 1.736, 0.289)  0.32
H (-5.046, 0.664, 0.124)  0.36
H (-4.368, 1.530, -1.246)  0.28
H (-4.072, 2.128, 0.386)  0.35
H (-1.773, 1.982, 0.242)  0.27
H (0.724, 1.808, -0.028)  0.28
H (-2.485, -2.994, 1.459)  0.22

(4)
Below is a molecular structure, C9H11N4S2, with properties calculated with ωB97M-V/def2-TZVPD.

Its net charge is +1. As for the LUMO energy (spin up / spin down): -5.248 / -5.247 eV. The value obtained for the energy above the lowest of the compared OMol25 structures with the same formula, charge and spin is 214.2 kJ/mol. As for the total energy: -1364.59055 Eh. The value obtained for the orbital gap (spin up / spin down) is 0.224 / 0.224 Eh.

Last column: Mulliken charge in e.
Atoms and positions in Å:
C (-3.569, -0.850, 0.307)  -0.44
C (-3.714, 0.465, -0.007)  -0.57
C (-2.330, -1.471, 0.107)  -0.56
C (-2.615, 1.175, -0.437)  -0.10
C (-1.254, -0.780, -0.359)  -0.01
C (-1.328, 0.636, -0.547)  -0.24
C (1.813, -0.400, 1.692)  0.03
C (3.094, -1.040, -0.461)  0.14
C (0.981, 1.255, 0.037)  0.24
N (2.685, -1.041, 0.938)  -0.15
N (2.312, -1.201, -1.438)  -0.47
N (0.932, 0.598, 1.191)  -0.07
N (-0.193, 1.411, -0.680)  -0.06
S (4.744, -0.643, -0.167)  -0.33
S (2.406, 2.063, -0.413)  -0.09
H (-4.437, -1.492, 0.529)  0.35
H (-4.724, 0.926, 0.081)  0.36
H (-2.062, -2.500, 0.290)  0.40
H (-2.702, 2.315, -0.659)  0.23
H (-0.451, -1.345, -0.643)  0.63
H (1.943, -0.491, 2.820)  0.35
H (3.536, -1.430, 1.393)  0.29
H (2.823, -1.234, -2.225)  0.24
H (0.218, 0.930, 1.861)  0.30
H (-0.151, 2.212, -1.444)  0.36
H (2.041, 1.932, -1.767)  0.20

(5)
Below is a molecular structure, C9H11N5O2ReS2, with properties calculated with ωB97M-V/def2-TZVPD.

The expectation value of S² is 0.767. The multiplicity is 2. Its net charge is +2. As for the LUMO energy (spin up / spin down): -9.526 / -9.397 eV. The value obtained for the energy above the lowest of the compared OMol25 structures with the same formula, charge and spin is 117.2 kJ/mol. As for the total energy: -1647.83919 Eh. The value obtained for the orbital gap (spin up / spin down) is 0.215 / 0.220 Eh.

Last column: Mulliken charge in e.
Atoms and positions in Å:
Re (-0.668, 0.482, -0.813)  1.19
C (2.783, 4.264, -0.033)  -0.79
S (1.065, 4.473, 0.525)  0.07
C (0.532, 2.846, 0.536)  0.44
S (-1.133, 2.559, -0.163)  -0.13
N (1.207, 1.857, 0.997)  -1.02
N (0.492, 0.674, 0.835)  0.35
C (0.448, -0.169, 1.785)  -0.29
C (-0.594, -1.189, 1.643)  0.83
C (-0.837, -2.179, 2.544)  -0.81
C (-1.956, -3.006, 2.353)  -0.19
C (-2.782, -2.786, 1.271)  -0.79
C (-2.468, -1.767, 0.387)  0.07
N (-1.394, -0.985, 0.563)  -0.06
H (3.191, 5.271, -0.039)  0.36
H (3.348, 3.646, 0.659)  0.31
H (2.788, 3.862, -1.041)  0.29
H (1.068, -0.042, 2.667)  0.50
H (-0.180, -2.308, 3.397)  0.46
H (-2.172, -3.801, 3.058)  0.46
H (-3.669, -3.384, 1.102)  0.44
H (-3.093, -1.555, -0.472)  0.48
N (-0.016, -1.483, -1.867)  -0.45
N (0.847, -1.120, -2.906)  -0.25
C (0.835, 0.192, -3.318)  0.51
O (1.461, 0.649, -4.202)  -0.41
O (-0.036, 0.926, -2.513)  -0.51
H (0.469, -2.107, -1.234)  0.34
H (-0.809, -1.991, -2.242)  0.35
H (1.272, -1.830, -3.481)  0.24

(6)
Below is C9H11NO in the gas phase, with properties calculated with ωB97M-V/def2-TZVPD.

Its SMILES is CN(C)C(=O)c1ccccc1. Its net charge is 0. As for the LUMO energy: 0.796 eV. The value obtained for the energy above the lowest of the compared OMol25 structures with the same formula, charge and spin is 455.8 kJ/mol. As for the total energy: -479.37101 Eh. The value obtained for the orbital gap is 0.364 Eh.

Last column: Mulliken charge in e.
Atoms and positions in Å:
C (-0.915, -0.845, 2.148)  -1.17
C (1.356, -1.593, 2.631)  -1.27
C (1.020, -0.361, 0.535)  0.60
C (0.076, 0.290, -0.432)  0.54
C (0.271, 1.573, -0.903)  -0.37
C (-0.529, 2.089, -1.942)  -0.44
C (-1.537, 1.306, -2.481)  -0.73
C (-1.649, 0.034, -2.056)  -0.19
C (-0.862, -0.592, -1.136)  -0.80
H (-1.414, -1.865, 1.882)  0.33
H (-1.176, -0.472, 3.356)  0.23
H (-1.370, -0.310, 1.595)  0.56
H (0.871, -2.703, 2.854)  0.23
H (1.366, -0.998, 3.510)  0.37
H (2.210, -1.546, 2.236)  0.55
H (1.267, 2.188, -0.351)  0.13
H (-0.320, 3.086, -2.212)  0.41
H (-2.222, 1.607, -3.078)  0.63
H (-2.555, -0.394, -2.564)  0.21
H (-1.011, -1.441, -0.735)  0.66
N (0.525, -0.909, 1.680)  0.07
O (2.161, -0.275, 0.445)  -0.57

(7)
Below is C9H11NO2 in the gas phase, with properties calculated with ωB97M-V/def2-TZVPD.

Its SMILES is CCNc1ccccc1C(=O)O. Its net charge is 0. As for the LUMO energy: 0.450 eV. The value obtained for the energy above the lowest of the compared OMol25 structures with the same formula, charge and spin is 127.0 kJ/mol. As for the total energy: -554.76294 Eh. The value obtained for the orbital gap is 0.358 Eh.

Last column: Mulliken charge in e.
Atoms and positions in Å:
C (-2.260, 0.155, 0.881)  -1.04
C (-1.906, -1.077, 0.113)  -0.52
C (0.185, 0.034, -0.778)  0.47
C (0.321, 1.285, -1.278)  -0.53
C (1.314, 2.165, -0.763)  -0.49
C (2.282, 1.747, 0.043)  -0.52
C (2.253, 0.429, 0.479)  -0.67
C (1.151, -0.466, 0.128)  0.58
C (1.216, -1.830, 0.734)  0.27
H (-1.378, 0.740, 1.356)  0.23
H (-2.560, 0.914, 0.201)  0.34
H (-2.941, -0.024, 1.691)  0.39
H (-2.811, -1.574, -0.302)  0.43
H (-1.588, -1.923, 0.678)  0.31
H (-1.598, -0.224, -1.644)  0.47
H (-0.467, 1.638, -1.952)  0.28
H (1.412, 3.145, -1.298)  0.29
H (3.043, 2.437, 0.335)  0.42
H (2.920, 0.129, 1.259)  0.41
H (0.006, -2.156, -0.599)  0.53
N (-0.981, -0.786, -1.000)  -0.52
O (0.648, -2.696, -0.065)  -0.56
O (1.739, -2.061, 1.782)  -0.58

(8)
Below is C9H11NO2 in the gas phase, with properties calculated with ωB97M-V/def2-TZVPD.

Its SMILES is CC1(C)C(=O)N[C@@H]1c1ccoc1. Its net charge is 0. As for the LUMO energy: 0.742 eV. The value obtained for the energy above the lowest of the compared OMol25 structures with the same formula, charge and spin is 303.0 kJ/mol. As for the total energy: -554.69592 Eh. The value obtained for the orbital gap is 0.350 Eh.

Last column: Mulliken charge in e.
Atoms and positions in Å:
C (-2.010, 0.738, 0.701)  -0.45
C (-3.328, 0.355, 0.599)  -0.43
C (-2.340, -0.380, -1.214)  -0.70
C (-1.360, 0.343, -0.464)  0.48
C (1.960, 1.059, -0.202)  -0.02
C (0.087, 0.348, -0.876)  0.19
C (1.230, -0.271, 0.062)  1.56
C (1.930, -1.522, -0.535)  -1.44
C (1.051, -0.335, 1.602)  -1.70
N (0.853, 1.604, -0.697)  -0.19
O (3.071, 1.456, -0.212)  -0.63
O (-3.554, -0.306, -0.563)  -0.32
H (-1.601, 1.341, 1.550)  0.34
H (-4.131, 0.842, 1.060)  0.38
H (-2.248, -0.800, -2.229)  0.35
H (0.088, -0.101, -1.966)  0.13
H (2.569, -1.271, -1.418)  0.34
H (1.272, -2.354, -0.633)  0.39
H (2.434, -1.762, 0.452)  0.38
H (0.642, -1.342, 1.828)  0.44
H (0.499, 0.432, 2.158)  0.30
H (2.093, -0.588, 2.145)  0.37
H (0.792, 2.517, -1.147)  0.22

(9)
Below is C9H11NO2S in the gas phase, with properties calculated with ωB97M-V/def2-TZVPD.

Its net charge is 0. As for the LUMO energy (spin up / spin down): -1.891 / -1.892 eV. The value obtained for the energy above the lowest of the compared OMol25 structures with the same formula, charge and spin is 473.2 kJ/mol. As for the total energy: -952.81336 Eh. The value obtained for the orbital gap (spin up / spin down) is 0.261 / 0.261 Eh.

Last column: Mulliken charge in e.
Atoms and positions in Å:
C (3.611, -0.112, -1.099)  -0.24
C (3.464, 1.128, -0.589)  -0.71
C (2.745, -1.240, -0.788)  -0.67
C (2.314, 1.341, 0.210)  -0.32
C (1.586, -0.927, -0.080)  -0.04
C (1.351, 0.359, 0.404)  1.07
C (-1.079, 0.074, 1.162)  -1.05
C (0.173, 0.732, 1.263)  -0.33
C (-4.034, -1.078, 0.013)  -0.81
N (-3.683, 0.266, 0.009)  -0.34
O (-2.206, 2.147, -0.502)  -0.61
O (-1.406, -0.032, -1.363)  -0.54
S (-2.253, 0.699, -0.447)  1.07
H (4.606, -0.447, -1.653)  0.21
H (4.195, 1.876, -0.822)  0.41
H (2.815, -2.294, -1.043)  0.36
H (2.290, 2.325, 0.662)  0.29
H (0.890, -1.682, 0.316)  0.25
H (-1.151, -0.911, 0.758)  0.40
H (-1.847, 0.298, 1.976)  0.39
H (0.207, 1.787, 1.604)  0.29
H (-3.481, -1.655, -0.652)  0.38
H (-4.002, -1.529, 1.005)  0.26
H (-5.105, -1.124, -0.345)  0.27

(10)
Below is C9H11NO3 in the gas phase, with properties calculated with ωB97M-V/def2-TZVPD.

Its SMILES is N[C@@H]1COc2cc(O)c(O)cc2C1. Its net charge is 0. As for the LUMO energy: 0.703 eV. The value obtained for the energy above the lowest of the compared OMol25 structures with the same formula, charge and spin is 261.7 kJ/mol. As for the total energy: -629.95865 Eh. The value obtained for the orbital gap is 0.301 Eh.

Last column: Mulliken charge in e.
Atoms and positions in Å:
C (-1.814, -0.649, -1.050)  0.39
C (-0.836, -0.628, -2.217)  -0.88
C (0.754, 0.285, -0.594)  0.26
C (1.818, 1.242, -0.427)  -0.69
C (2.301, 1.439, 0.828)  0.32
C (1.705, 0.802, 1.910)  0.92
C (0.539, 0.005, 1.792)  -0.60
C (0.046, -0.353, 0.555)  0.04
C (-1.225, -1.192, 0.185)  -1.10
H (-3.429, -0.748, -2.347)  0.27
H (-3.597, -1.617, -0.976)  0.23
H (-2.135, 0.356, -0.826)  0.24
H (-0.490, -1.525, -2.583)  0.41
H (-1.363, -0.155, -2.988)  0.39
H (2.125, 1.612, -1.399)  0.42
H (3.788, 2.141, 1.813)  0.30
H (1.619, 0.635, 3.855)  0.29
H (0.301, -0.162, 2.789)  0.36
H (-1.215, -2.309, 0.050)  0.36
H (-1.909, -1.188, 0.989)  0.45
N (-2.942, -1.407, -1.664)  -0.75
O (0.369, 0.148, -1.855)  -0.50
O (3.389, 2.313, 0.951)  -0.56
O (2.202, 0.955, 3.211)  -0.57

(11)
Below is 2 unconnected molecules or ions with the total composition C9H11NO3, with properties calculated with ωB97M-V/def2-TZVPD.

Its net charge is 0. As for the LUMO energy (spin up / spin down): -2.522 / -0.648 eV. The value obtained for the energy above the lowest of the compared OMol25 structures with the same formula, charge and spin is 764.4 kJ/mol. As for the total energy: -629.76719 Eh. The value obtained for the orbital gap (spin up / spin down) is 0.233 / 0.315 Eh.

Last column: Mulliken charge in e.
Atoms and positions in Å:
C (-1.879, 1.854, 2.200)  -1.08
C (-1.395, 1.470, 0.778)  -0.62
C (-0.173, 0.409, 0.876)  -0.02
C (0.243, -0.063, -0.448)  0.11
C (-0.368, -1.113, -1.120)  -0.12
C (0.049, -1.540, -2.388)  -0.58
C (1.124, -0.944, -3.046)  -0.42
C (1.744, 0.143, -2.396)  -0.56
C (1.293, 0.568, -1.135)  -0.22
O (-1.034, -0.176, 1.701)  -0.52
O (1.426, -2.344, 1.072)  -0.24
N (1.276, -2.364, 2.335)  0.59
O (2.072, -2.788, 3.143)  -0.36
H (-2.602, 2.667, 2.214)  0.38
H (-2.298, 1.002, 2.766)  0.28
H (-0.967, 2.060, 2.771)  0.31
H (-2.221, 1.027, 0.201)  0.34
H (-1.037, 2.338, 0.217)  0.43
H (0.630, 0.960, 1.358)  0.59
H (-1.228, -1.563, -0.601)  0.35
H (-0.488, -2.383, -2.857)  0.32
H (1.457, -1.304, -4.016)  0.40
H (2.577, 0.637, -2.927)  0.34
H (1.799, 1.447, -0.698)  0.32

(12)
Below is a molecular structure, C9H11NO5Pr, with properties calculated with ωB97M-V/def2-TZVPD.

The expectation value of S² is 2.002. The multiplicity is 3. Its net charge is +3. As for the LUMO energy (spin up / spin down): -13.709 / -13.547 eV. As for the total energy: -1296.34285 Eh. The value obtained for the orbital gap (spin up / spin down) is 0.156 / 0.163 Eh.

Last column: Mulliken charge in e.
Atoms and positions in Å:
Pr (-0.890, 0.876, -0.509)  1.59
C (-0.247, 2.876, 0.869)  0.25
O (0.123, 3.877, 1.311)  -0.01
C (-0.450, 3.151, -1.830)  0.18
O (-0.263, 4.235, -2.180)  -0.05
C (-2.799, 2.613, -0.830)  0.29
O (-3.575, 3.428, -1.093)  -0.01
C (1.508, 1.751, -0.684)  0.25
O (2.513, 2.326, -0.682)  -0.02
C (0.106, -1.637, -4.718)  -0.55
H (1.075, -2.111, -4.525)  0.28
H (-0.799, -2.191, -4.438)  0.32
C (0.031, -0.409, -5.253)  -0.56
H (-0.936, 0.062, -5.459)  0.32
H (0.937, 0.151, -5.499)  0.29
C (1.407, -0.786, 2.654)  -0.67
N (0.191, -1.588, 2.850)  0.09
C (0.083, -2.469, 4.013)  -0.75
C (-0.821, -1.487, 2.008)  0.05
O (-0.864, -0.605, 1.086)  -0.62
H (2.075, -1.020, 3.488)  0.32
H (1.166, 0.289, 2.650)  0.23
H (1.890, -1.059, 1.702)  0.29
H (-0.711, -2.129, 4.693)  0.37
H (-0.151, -3.497, 3.705)  0.35
H (1.035, -2.439, 4.545)  0.28
H (-1.635, -2.206, 2.127)  0.50